Entry 1:
{"formula": "C44H40CoN4O4", "method": "ωB97M-V/def2-TZVPD", "elements": ["Co", "O", "O", "O", "O", "N", "N", "N", "N", "C", "C", "C", "C", "C", "C", "C", "C", "C", "C", "C", "C", "C", "C", "C", "C", "C", "C", "C", "C", "C", "C", "C", "C", "C", "C", "C", "C", "C", "C", "C", "C", "C", "C", "C", "C", "C", "C", "C", "C", "C", "C", "C", "C", "H", "H", "H", "H", "H", "H", "H", "H", "H", "H", "H", "H", "H", "H", "H", "H", "H", "H", "H", "H", "H", "H", "H", "H", "H", "H", "H", "H", "H", "H", "H", "H", "H", "H", "H", "H", "H", "H", "H", "H"], "xyz": [[0.326, 0.138, -0.078], [0.682, -1.825, 0.701], [-0.786, -0.107, 1.693], [0.399, -3.033, -12.789], [-0.405, -0.688, 3.830], [-0.392, -0.957, -1.678], [1.804, -2.404, -6.509], [-0.367, -1.965, -6.474], [2.265, -1.971, -1.622], [0.053, -3.346, 2.447], [3.621, -2.539, -3.974], [0.200, -1.430, -2.804], [-0.269, 2.271, -0.527], [-0.642, -2.220, -10.753], [-0.543, -1.518, -4.002], [1.530, -3.262, -10.768], [-0.930, -3.525, 3.414], [-1.437, -4.795, 3.672], [4.390, -1.265, 2.520], [-0.966, -5.896, 2.976], [1.956, 1.594, -0.463], [0.022, -5.725, 2.015], [0.526, -4.461, 1.758], [-0.539, -2.054, -9.381], [-0.611, 2.802, 1.979], [-1.908, -1.222, -3.994], [0.820, 1.751, -1.315], [0.876, 1.706, -2.811], [1.620, -3.093, -9.403], [2.346, 1.907, 2.107], [3.560, -2.179, 4.573], [0.397, -2.824, -11.453], [0.143, -1.871, -5.206], [3.348, 1.297, -0.935], [3.113, -1.346, 1.975], [-1.699, -0.723, -1.684], [2.054, -1.863, 2.716], [-2.500, -0.856, -2.816], [-0.736, -2.602, -13.524], [1.540, 1.913, 0.847], [0.176, 2.358, 0.793], [-0.250, -0.798, 2.614], [-1.628, 2.648, -1.035], [4.619, -1.682, 3.820], [0.587, -2.481, -8.687], [0.659, -1.983, 2.116], [1.487, -2.138, -5.198], [2.291, -2.273, 4.027], [3.529, -2.349, -1.613], [2.270, -2.164, -4.010], [1.617, -1.843, -2.795], [0.650, -2.284, -7.238], [4.263, -2.623, -2.767], [-1.641, -3.120, -13.197], [-0.430, 3.862, 2.184], [-1.342, -1.585, -8.829], [-1.362, -6.884, 3.181], [-3.558, -0.641, -2.751], [2.713, -2.604, -6.883], [1.583, 0.953, -3.165], [1.442, -2.218, 0.249], [5.202, -0.855, 1.929], [2.370, 2.910, 2.543], [5.611, -1.616, 4.250], [0.403, -6.579, 1.466], [-1.531, -1.875, -11.262], [-0.534, -2.852, -14.560], [1.302, -4.346, 1.007], [-1.292, -2.669, 3.967], [2.502, -3.469, -8.895], [-1.680, 2.663, 1.815], [-2.464, -1.297, -4.921], [3.368, 0.504, -1.683], [2.935, -0.959, 0.981], [1.913, 1.241, 2.859], [1.470, -2.658, 4.619], [3.374, 1.593, 1.935], [1.206, 2.670, -3.209], [3.992, 0.988, -0.108], [-0.881, -1.523, -13.434], [-2.125, -0.391, -0.745], [-1.735, 3.734, -1.126], [-2.415, 2.300, -0.361], [2.322, -3.740, -11.329], [3.995, -2.448, -0.637], [5.301, -2.916, -2.694], [-1.818, 2.220, -2.022], [4.145, -2.778, -4.892], [3.804, 2.184, -1.388], [3.727, -2.497, 5.595], [-0.099, 1.487, -3.253], [-0.343, 2.225, 2.864], [-2.206, -4.917, 4.425]], "lowdin_spin": [1.116, 0.021, 0.012, 0.000, 0.001, -0.006, 0.000, 0.000, 0.000, 0.001, -0.001, 0.002, -0.002, 0.000, 0.000, 0.000, 0.000, 0.000, 0.000, 0.000, 0.003, 0.000, 0.000, 0.000, 0.000, 0.001, -0.038, -0.007, 0.000, -0.012, 0.000, 0.000, 0.000, 0.002, 0.000, -0.001, 0.000, -0.001, 0.000, -0.071, -0.014, 0.002, -0.001, 0.000, 0.000, 0.002, 0.000, 0.000, -0.001, 0.000, 0.000, 0.000, 0.000, 0.000, 0.000, 0.000, 0.000, 0.000, 0.000, 0.000, 0.000, 0.000, -0.004, 0.000, 0.000, 0.000, 0.000, 0.000, 0.000, 0.000, 0.000, 0.000, 0.000, 0.000, -0.003, 0.000, 0.000, -0.003, 0.000, 0.000, 0.000, 0.000, 0.000, 0.000, 0.000, 0.000, 0.000, 0.000, 0.001, 0.000, 0.000, 0.000, 0.000], "largest_force_ev_per_a": 0.966, "relative_energy_ev": 0.000, "orbital_gap_ev": [6.301, 6.697], "spin_multiplicity": 2, "lumo_ev": [-0.54, -0.53], "e_homo_ev": [-6.8, -7.2]}

Entry 2:
{"formula": "C5H11N4O", "method": "ωB97M-V/def2-TZVPD", "elements": ["O", "N", "N", "N", "N", "C", "C", "C", "C", "C", "H", "H", "H", "H", "H", "H", "H", "H", "H", "H", "H"], "xyz": [[-3.181, 0.550, -0.409], [0.551, -3.073, -0.131], [0.979, 2.247, 0.036], [-1.047, -1.026, -0.159], [2.260, 2.452, 0.274], [-1.966, 1.226, -0.302], [-0.831, 0.266, -0.078], [2.841, 1.295, 0.506], [1.785, 0.229, 0.578], [0.609, 0.927, 0.450], [-1.884, 1.965, -1.040], [1.786, -0.749, 0.800], [-0.110, -3.818, -0.419], [-3.958, 0.908, -0.906], [-2.052, -1.145, -0.459], [1.075, -3.272, 0.762], [1.256, -2.853, -0.842], [-1.995, 1.689, 0.701], [-0.333, -2.125, -0.048], [0.245, 2.972, -0.119], [3.970, 1.338, 0.806]], "nbo_charge": [-0.748, -0.999, -0.340, -0.694, -0.186, -0.148, 0.401, -0.046, -0.280, 0.050, 0.223, 0.205, 0.428, 0.526, 0.421, 0.429, 0.424, 0.216, 0.443, 0.421, 0.255], "largest_force_ev_per_a": 5.199, "relative_energy_ev": 3.404, "orbital_gap_ev": 9.539, "lumo_ev": -3.61, "total_charge": 1, "e_homo_ev": -13.1}

Entry 3:
{"formula": "C37H43NP2PdSb2", "method": "ωB97M-V/def2-TZVPD", "elements": ["Sb", "Sb", "Pd", "P", "P", "N", "C", "C", "C", "C", "C", "C", "C", "C", "C", "C", "C", "C", "C", "C", "C", "C", "C", "C", "C", "C", "C", "C", "C", "C", "C", "C", "C", "C", "C", "C", "C", "C", "C", "C", "C", "C", "C", "H", "H", "H", "H", "H", "H", "H", "H", "H", "H", "H", "H", "H", "H", "H", "H", "H", "H", "H", "H", "H", "H", "H", "H", "H", "H", "H", "H", "H", "H", "H", "H", "H", "H", "H", "H", "H", "H", "H", "H", "H", "H", "H"], "xyz": [[0.549, 2.610, 0.959], [-0.730, -0.469, 2.760], [0.258, 0.095, 0.398], [-0.494, -1.691, -0.796], [1.522, -0.114, -1.486], [0.634, -1.444, -2.042], [4.766, -2.385, -0.576], [1.673, 1.082, -2.814], [2.303, 3.616, 0.328], [-3.521, -0.197, -3.046], [-4.526, -1.426, -1.236], [-2.130, -1.345, -1.452], [-1.292, 3.342, 3.257], [5.430, -0.075, -0.413], [1.787, 2.878, -4.927], [4.158, 0.322, -0.788], [5.734, -1.427, -0.310], [-1.035, 1.023, 4.247], [-2.513, -1.591, 2.933], [-2.105, 4.444, 2.997], [-4.038, 3.277, 3.790], [-1.028, 3.508, -0.154], [0.659, -1.674, 3.805], [-0.391, -3.407, -0.296], [0.169, 3.436, 2.915], [0.632, 1.988, -3.021], [0.814, -2.236, -3.260], [-1.014, -5.721, -0.494], [-3.270, -1.779, -0.773], [3.486, -1.995, -0.946], [3.183, -0.640, -1.062], [-3.230, 2.190, 4.086], [-2.259, -0.543, -2.585], [0.788, -5.080, 0.976], [0.607, -3.755, 0.617], [-4.652, -0.637, -2.374], [-3.468, 4.420, 3.252], [-0.028, -6.061, 0.423], [2.769, 1.072, -3.678], [-1.197, -4.397, -0.862], [0.690, 2.886, -4.074], [2.820, 1.972, -4.732], [-1.860, 2.205, 3.832], [-0.116, 3.591, -4.230], [-3.619, 0.412, -3.935], [-3.341, -0.976, 2.582], [-1.655, 5.345, 2.595], [6.731, -1.734, -0.026], [0.821, 2.939, 3.632], [2.732, -2.745, -1.149], [-2.445, -2.497, 2.334], [-1.528, 0.478, 5.054], [-0.643, 4.338, -0.745], [6.188, 0.668, -0.208], [-5.097, 3.242, 4.009], [1.247, -3.212, -3.036], [-1.491, 2.767, -0.801], [1.480, -1.703, -3.938], [-1.962, -4.137, -1.581], [2.484, 3.373, -0.719], [-5.634, -0.371, -2.739], [-1.379, -0.194, -3.113], [3.585, 0.377, -3.524], [5.008, -3.436, -0.502], [-4.073, 5.292, 3.046], [0.678, -2.676, 3.385], [-0.047, 1.305, 4.616], [-2.668, -1.860, 3.976], [-3.668, 1.316, 4.557], [-1.779, 3.871, 0.544], [0.481, 4.478, 2.851], [-3.181, -2.402, 0.109], [0.109, -7.096, 0.705], [3.930, 1.378, -0.884], [0.359, -1.729, 4.851], [-0.143, -2.378, -3.762], [1.559, -5.353, 1.684], [-0.228, 1.983, -2.361], [1.837, 3.582, -5.747], [3.151, 3.301, 0.932], [1.646, -1.224, 3.731], [1.242, -2.983, 1.039], [3.670, 1.967, -5.401], [-1.641, -6.490, -0.926], [2.160, 4.690, 0.432], [-5.409, -1.772, -0.716]], "lowdin_charge": [1.352, 1.343, 0.064, 0.855, 0.856, -0.474, -0.051, -0.353, -0.289, -0.052, -0.050, -0.347, -0.309, -0.051, -0.041, -0.094, -0.047, -0.307, -0.281, -0.063, -0.056, -0.257, -0.279, -0.353, -0.282, -0.113, -0.081, -0.045, -0.095, -0.081, -0.354, -0.040, -0.088, -0.056, -0.121, -0.046, -0.056, -0.042, -0.073, -0.070, -0.052, -0.044, -0.291, 0.117, 0.117, 0.015, 0.122, 0.119, 0.060, 0.088, -0.001, 0.077, 0.029, 0.117, 0.115, 0.085, -0.007, 0.089, 0.112, -0.004, 0.119, 0.091, 0.113, 0.117, 0.116, -0.002, 0.066, 0.028, 0.117, 0.001, 0.074, 0.094, 0.120, 0.096, 0.028, 0.088, 0.117, 0.067, 0.120, 0.016, 0.017, 0.084, 0.120, 0.120, 0.025, 0.118], "largest_force_ev_per_a": 0.558, "relative_energy_ev": 0.000, "orbital_gap_ev": 7.346, "lumo_ev": -5.98, "total_charge": 2, "e_homo_ev": -13.3}

no.,electronic energy (Ha)
1,-3603.52278
2,-491.06186
3,-2781.13460